Here is a molecular structure, C19H35BrCrF5N6OPTe at a distorted geometry from OMol25. Energies are from ωB97M-V/def2-TZVPD.

HOMO level (spin up / spin down) = -8.999 / -9.066 eV
Lowest unoccupied orbital energy (spin up / spin down) = 0.0064 / -0.0590 Ha
Orbital gap (spin up / spin down) = 9.17 / 7.46 eV
⟨S²⟩ = 6.018
2S+1 = 5

Structure (XYZ):
```
70
Properties=species:S:1:pos:R:3:nbo_charge:R:1
H 0.69 2.45 -0.05 0.230
C 1.48 -2.97 -0.85 -0.622
H -2.68 -2.76 2.38 0.261
N 0.12 -0.39 0.00 -0.933
C 2.99 -1.95 0.80 -0.634
H 3.70 -1.17 1.07 0.210
Br -3.32 -2.94 -3.25 0.073
C -3.54 -3.89 0.77 -0.236
C -3.71 -3.97 -0.61 -0.168
H 3.99 1.29 -1.52 0.209
C 2.13 0.87 -3.37 -0.622
C 3.62 -1.90 -1.63 -0.622
N -2.29 -1.87 0.57 -0.422
H -4.24 -4.80 -1.07 0.238
H 4.10 -2.87 -1.53 0.224
C 3.93 1.31 -0.43 -0.617
C -3.50 4.01 1.68 0.659
H 1.74 1.79 2.04 0.245
F -0.36 0.90 2.63 -0.679
H 2.06 0.09 1.90 0.239
H 1.77 1.01 -4.39 0.221
H 0.57 -2.79 -0.27 0.243
C 2.47 -1.82 -0.63 -0.299
H -2.31 3.12 3.04 0.438
F -3.64 0.73 5.15 -0.657
P 1.49 -0.17 -0.73 1.805
N -3.53 3.04 0.79 -0.660
H 3.27 -1.81 -2.66 0.207
C 1.00 0.27 -2.54 -0.312
H 3.50 -2.91 0.90 0.217
H 0.01 -0.77 -4.14 0.219
H 2.44 1.85 -3.00 0.214
H 4.37 -1.13 -1.46 0.219
F -2.42 2.19 3.65 -0.659
F -0.16 -1.78 2.24 -0.641
Cr -1.24 -0.45 1.50 1.280
H -4.49 5.72 2.20 0.394
H 1.22 -3.12 -1.89 0.210
F -2.32 -1.34 5.46 -0.711
C -0.19 1.24 -2.46 -0.625
H 4.53 0.49 -0.03 0.210
C 0.51 -1.02 -3.21 -0.616
H -0.77 1.17 -3.38 0.215
H -2.79 4.72 3.44 0.373
H -4.98 4.99 0.72 0.406
N -2.28 0.96 0.67 -0.581
H 1.93 -3.89 -0.48 0.218
H 3.41 1.23 2.03 0.208
H 3.00 0.22 -3.41 0.213
H 4.38 2.24 -0.09 0.219
C -2.84 1.97 0.79 0.674
H -3.97 -4.64 1.42 0.237
H 2.16 -1.95 1.51 0.260
H -0.20 -1.54 -2.57 0.225
N -2.67 4.03 2.72 -0.777
C 2.43 1.07 1.60 -0.623
Te -1.93 0.30 4.36 2.517
O -2.66 -0.51 2.94 -1.103
C 2.48 1.25 0.07 -0.357
H 2.15 3.35 0.35 0.222
H -0.85 1.00 -1.62 0.240
C -2.49 -1.91 -0.76 0.045
H 0.13 2.28 -2.35 0.219
H -2.08 -1.10 -1.33 0.230
C -3.17 -2.95 -1.36 -0.120
H 1.88 2.84 -1.32 0.197
N -4.29 5.08 1.45 -0.785
H 1.34 -1.68 -3.45 0.207
C -2.83 -2.85 1.31 0.103
C 1.75 2.55 -0.28 -0.611
```